(1)
One molecule with the formula C21H28N2O4S. Source: the Open Molecules 2025 dataset; level of theory: ωB97M-V/def2-TZVPD.

Structure (XYZ):
```
56
Properties=species:S:1:pos:R:3:mulliken_charge:R:1
C -1.26917 -2.48533 -4.33668 -1.040
C -0.66525 -3.77239 -3.78534 -0.481
H -0.76453 -4.56176 -4.53282 0.419
C 0.82045 -3.61943 -3.42967 0.109
N 0.99152 -2.91007 -2.16551 0.118
C 0.59099 -3.38245 -0.97015 -0.254
O -0.00154 -4.43157 -0.80099 -0.665
C 0.92169 -2.44786 0.19007 -0.578
H 1.75221 -1.80309 -0.08384 0.319
H 1.18514 -3.04803 1.06177 0.582
C -0.32403 -1.61567 0.53246 -0.306
N -0.88867 -0.92657 -0.62613 -0.290
S -0.02470 0.25789 -1.41867 1.547
O -0.68291 0.40759 -2.68502 -0.824
O 1.39084 -0.02620 -1.45679 -0.820
C -0.30408 1.71754 -0.43807 0.036
C -1.58426 1.99767 -0.00357 -0.342
C -1.80494 3.12780 0.76048 -0.998
C -0.75667 3.98556 1.08346 0.972
C 0.51683 3.69794 0.60656 -0.631
C 0.74721 2.56347 -0.15244 -0.533
H 1.73038 2.31625 -0.52008 0.492
H 1.33610 4.36541 0.83242 0.406
C -1.00192 5.17462 1.95829 -1.620
H -1.07361 4.84950 2.99638 0.278
H -0.19279 5.89599 1.87868 0.375
H -1.93823 5.66167 1.69616 0.434
H -2.79946 3.34927 1.11782 0.415
H -2.38468 1.32353 -0.26134 0.468
H -1.31490 -1.54555 -1.29977 0.406
C -0.10966 -0.56685 1.59704 0.054
C 1.10284 0.06836 1.80561 -0.297
C 1.22252 1.10655 2.71523 -0.509
C 0.11394 1.54010 3.42994 0.827
C -1.10434 0.88474 3.24747 -0.718
C -1.20766 -0.15069 2.34672 -0.725
H -2.15907 -0.64205 2.20866 0.403
H -1.95638 1.21488 3.82000 0.457
O 0.10670 2.58105 4.30740 -0.485
C 1.30680 3.28575 4.52075 -0.787
H 2.08246 2.64017 4.94391 0.381
H 1.06512 4.07045 5.23613 0.245
H 1.67393 3.73798 3.59424 0.241
H 2.18484 1.57579 2.84279 0.420
H 1.97709 -0.22286 1.24698 0.283
H -1.10460 -2.30815 0.87337 0.838
H 1.38890 -1.98154 -2.19674 0.271
C 1.51786 -4.97851 -3.36065 -1.708
H 2.55921 -4.85241 -3.07270 0.397
H 1.02482 -5.60557 -2.62363 0.341
H 1.47915 -5.46851 -4.32974 0.470
H 1.30741 -3.00363 -4.19320 0.443
H -1.19840 -4.09862 -2.89162 0.269
H -0.82910 -2.24795 -5.30342 0.406
H -1.09468 -1.63738 -3.67796 0.159
H -2.34233 -2.59953 -4.47341 0.326
```

## Properties
**HOMO energy**: -8.625 eV
**Charge**: 0
**E_LUMO**: 0.5 eV
**Relative energy (zero: lowest compared OMol25 entry of this formula, charge and spin)**: 21.2 kcal per mole
**Gap between HOMO and LUMO**: 0.3363 Ha
**SMILES**: CC[C@H](C)NC(=O)C[C@H](NS(=O)(=O)c1ccc(C)cc1)c1ccc(OC)cc1



(2)
C4H8O2 as an isolated structure. Source: the Open Molecules 2025 dataset; level of theory: ωB97M-V/def2-TZVPD.

Structure (XYZ):
```
14
Properties=species:S:1:pos:R:3:mulliken_charge:R:1
O 1.17250 -0.97764 -1.55990 -0.720
C 0.85826 0.11982 -0.90386 0.308
C -1.04481 -0.03924 -0.49459 -0.735
C -0.94627 -0.17595 1.01905 -0.413
O 0.38179 -0.54691 1.34795 -0.393
C 1.23419 0.25405 0.57614 -0.493
H -0.09917 -0.75213 -1.17334 0.101
H 0.86363 1.07795 -1.45847 0.390
H -1.66157 -0.83070 -0.95581 0.376
H -1.42135 0.91440 -0.86574 0.376
H -1.59753 -0.95250 1.42613 0.308
H -1.19966 0.77886 1.50641 0.282
H 1.17322 1.31230 0.88364 0.282
H 2.25570 -0.11377 0.70107 0.330
```

## Properties
**HOMO energy**: -9.258 eV
**Charge**: 0
**E_LUMO**: 0.9 eV
**Relative energy (zero: lowest compared OMol25 entry of this formula, charge and spin)**: 114.7 kcal per mole
**Gap between HOMO and LUMO**: 0.3731 Ha



(3)
C34H42IrN3O2PS2 as an isolated structure. Source: the Open Molecules 2025 dataset; level of theory: ωB97M-V/def2-TZVPD.

Structure (XYZ):
```
85
Properties=species:S:1:pos:R:3:lowdin_spin:R:1
Ir 0.16076 -0.64585 -0.98107 2.247
C 4.02286 -2.90305 -0.86487 0.001
C 4.01196 -1.46625 -1.37967 0.022
C 5.41436 -0.86525 -1.38787 0.005
P 2.65176 -0.52755 -0.49267 0.139
C 3.10876 1.26365 -0.73217 0.024
C 2.14446 2.11325 0.08533 0.014
C 3.02066 1.63485 -2.20797 0.013
C 2.86016 -0.78595 1.28963 0.140
C 4.07276 -0.96955 1.93273 -0.005
C 4.15366 -1.24965 3.29103 0.139
C 5.46766 -1.51005 3.96233 0.025
C 2.96656 -1.30385 4.02853 -0.015
C 1.74886 -1.11485 3.42933 0.116
C 1.64816 -0.87765 2.03323 0.033
N 0.47096 -0.85395 1.41123 0.478
C -0.71884 -0.77385 2.09293 0.048
C -1.57354 -1.89795 2.09043 0.035
C -1.06174 -3.20145 1.55563 0.007
C -2.81024 -1.81065 2.69943 -0.002
C -3.24264 -0.63775 3.30693 0.026
C -4.57864 -0.54785 3.98043 0.005
C -2.37754 0.45015 3.33063 -0.003
C -1.12084 0.40815 2.75823 0.034
C -0.24234 1.61815 2.79013 0.003
H 4.66606 -3.52355 -1.48587 0.000
H 3.01466 -3.31485 -0.88917 0.000
H 4.38896 -2.94865 0.15883 0.000
H 3.63866 -1.47865 -2.41337 0.006
H 5.82936 -0.77585 -0.38957 0.000
H 5.43296 0.11405 -1.85507 0.000
H 6.07526 -1.51715 -1.95637 0.001
H 4.13186 1.40515 -0.36197 0.003
H 1.10666 1.89695 -0.18867 0.009
H 2.32386 3.17105 -0.09497 0.000
H 2.26486 1.92115 1.14883 0.001
H 2.02176 1.41845 -2.58617 0.013
H 3.72796 1.08045 -2.81967 0.001
H 3.21686 2.69765 -2.33237 0.001
H 4.99306 -0.89155 1.37603 -0.003
H 6.29906 -1.28515 3.29783 0.000
H 5.54106 -2.55865 4.25803 0.009
H 5.56106 -0.90845 4.86623 0.006
H 3.01986 -1.50805 5.08873 -0.004
H 0.83396 -1.18985 4.00043 0.005
H -0.41974 -3.67625 2.29933 0.001
H -0.45894 -3.03165 0.66333 0.002
H -1.88164 -3.87695 1.32433 0.000
H -3.44894 -2.68255 2.71173 0.000
H -5.24974 -1.33315 3.63953 0.000
H -5.03904 0.41925 3.78813 0.001
H -4.44534 -0.65045 5.05923 0.002
H -2.69774 1.36625 3.80713 0.000
H -0.55764 2.29125 3.58373 0.000
H -0.33164 2.15075 1.84303 0.001
H 0.80156 1.35145 2.94243 0.001
C -3.19794 4.05325 -6.07877 0.000
C -2.99674 3.52115 -4.69327 0.000
C -4.06434 3.39045 -3.81187 0.000
C -3.87024 2.87825 -2.53967 0.000
C -2.60284 2.50535 -2.14597 0.001
C -1.52714 2.62365 -3.00537 0.001
C -1.72344 3.13575 -4.27357 0.000
S -2.29844 1.90905 -0.48687 0.012
O -1.16954 2.65335 0.01443 0.003
O -3.51444 1.96185 0.28453 0.012
N -1.76804 0.38885 -0.68777 0.084
C -2.56164 -0.66865 -0.91577 0.012
C -3.96474 -0.68145 -0.99557 0.002
C -4.58844 -1.85565 -1.34247 0.001
C -3.83234 -3.00575 -1.58127 0.006
C -2.46554 -2.92995 -1.42057 0.013
N -1.84774 -1.80255 -1.10037 0.088
H -4.22884 4.35955 -6.23247 0.000
H -2.95324 3.28725 -6.81367 0.000
H -2.54454 4.90435 -6.26087 0.000
H -5.05054 3.70685 -4.11987 0.000
H -4.68644 2.76065 -1.84337 0.000
H -0.55144 2.30425 -2.67047 -0.001
H -0.88764 3.25475 -4.94667 0.000
H -4.51374 0.21305 -0.76247 0.001
H -5.66454 -1.89425 -1.42517 0.000
H -4.30014 -3.93255 -1.87017 0.001
H -1.83364 -3.80195 -1.53197 0.001
S 0.65176 -0.91685 -3.24847 1.177
```

## Properties
**HOMO energy (alpha / beta)**: -5.789 / -7.729 eV
**Charge**: 0
**E_LUMO (alpha / beta)**: 0.5 / -2.1 eV
**2S+1**: 6
**Gap between HOMO and LUMO (alpha / beta)**: 0.2298 / 0.2063 Ha



(4)
C6H14O as an isolated structure. Source: the Open Molecules 2025 dataset; level of theory: ωB97M-V/def2-TZVPD.

Structure (XYZ):
```
21
Properties=species:S:1:pos:R:3:mulliken_charge:R:1
C -1.82780 -1.89460 0.44738 -1.058
O -1.67073 -0.21281 -1.00997 -0.610
C -0.42830 0.09131 -1.31268 -0.831
C 0.54229 0.49648 -0.00318 1.984
C 1.95456 0.55792 -0.58811 -1.827
C 0.06276 1.86117 0.49280 -1.677
C 0.37839 -0.55509 1.00739 -1.277
H -1.58328 -2.50906 1.32571 0.331
H -1.72541 -2.44034 -0.48276 0.333
H -2.77137 -1.37696 0.55661 0.316
H -0.33214 1.04176 -1.87539 0.416
H 0.12656 -0.70559 -1.86057 0.350
H 2.29403 -0.43082 -0.91752 0.454
H 2.67935 0.94126 0.13936 0.410
H 1.97153 1.22260 -1.46230 0.373
H -1.00602 1.82105 0.72655 0.387
H 0.20736 2.62202 -0.28366 0.388
H 0.60597 2.18948 1.38869 0.403
H -0.70804 -1.11642 0.68505 0.397
H 0.10868 -0.24635 2.02085 0.357
H 1.12160 -1.35702 1.00577 0.382
```

## Properties
**HOMO energy (alpha / beta)**: -8.516 / -8.498 eV
**Charge**: 0
**E_LUMO (alpha / beta)**: -0.8 / -0.8 eV
**Relative energy (zero: lowest compared OMol25 entry of this formula, charge and spin)**: 115.3 kcal per mole
**Gap between HOMO and LUMO (alpha / beta)**: 0.2840 / 0.2831 Ha



> charge of number 3 (C34H42IrN3O2PS2)?

0